Record 1
The following is a quantum chemistry calculation of CHN3O3 in the gas phase in a non-equilibrium geometry, from the Open Molecules 2025 dataset.

The geometry in XYZ format:
```
8
Properties=species:S:1:pos:R:3:forces:R:3
O 0.106238 -1.603177 -0.468377 -1.5524 -0.9960 -1.0943
O 1.917744 -0.991547 0.482995 1.8443 -0.6710 0.7108
O -0.567205 1.150638 -0.526961 -0.1612 -0.7253 -0.2436
N -2.550776 0.087947 0.446375 -1.9494 -0.7864 0.8613
N 0.890686 -0.814564 -0.091511 -0.3071 0.3900 0.9363
N 0.697159 0.527007 -0.262820 -1.5660 1.1809 -2.1148
C -1.651069 0.608409 -0.003367 2.7831 0.6030 -0.7147
H 1.157225 1.035288 0.423665 0.9087 1.0047 1.6591
```
Positions in Å, forces in eV/Å.

Output
ΔE to the lowest compared entry with this formula, charge and spin = 66.11 kcal/mol
HOMO-LUMO gap = 11.60 eV
highest occupied orbital energy = -0.4344 Ha
E_LUMO = -0.2 eV
molecular weight = 103.0 g/mol
SMILES string = N#CON[N+](=O)[O-]



Record 2
The following is a quantum chemistry calculation of 11 unconnected molecules or ions with the total composition C22H68N2O11 in a non-equilibrium geometry, from the Open Molecules 2025 dataset.

The geometry in XYZ format:
```
103
Properties=species:S:1:pos:R:3:forces:R:3
O 2.221595 1.294179 -7.077022 0.2811 0.4345 -0.3453
O -5.907225 -1.431621 0.080558 0.5718 0.2885 -1.2834
O 1.528845 8.450379 1.961118 -1.2757 0.5686 0.5843
O 0.419945 -2.285371 -5.882872 -1.1744 0.8867 -0.9668
O 6.107825 1.111709 1.759628 0.2868 0.8720 0.6988
O 0.579335 -1.330221 0.058348 -0.7674 0.3492 -0.2683
O 4.743505 -2.496661 0.311458 0.4826 -0.2230 0.4267
O -5.286785 0.000469 -5.296082 -0.8348 0.6976 0.3752
O -2.515765 -4.568611 0.563388 0.3233 -0.6753 0.3213
O 2.103145 -0.881691 7.730688 -0.4672 -1.0671 -0.3558
O -4.950605 -1.578441 6.445468 0.8025 0.5400 0.2762
N 1.307565 3.242029 -10.131722 -0.2644 -0.5461 0.0567
N -4.136295 -1.701761 10.083598 0.1108 0.4297 0.0572
C -5.342225 -3.311911 8.768398 -0.2353 -0.8777 -0.2963
C 3.053635 1.575559 -10.034602 -0.4539 -0.5716 0.3207
C 1.750705 2.044259 -9.378292 0.5190 1.5536 1.4650
C 1.956995 2.494659 -7.898752 0.6627 -1.9681 0.9638
C 2.121575 6.634739 0.590868 0.2358 0.3685 0.0650
C 6.391315 1.868169 0.586938 -1.0670 -1.5273 -0.9238
C 2.081615 -0.443441 6.366428 -0.0053 1.1276 1.3150
C 5.386245 -2.845301 -0.887632 1.4639 -0.1935 -1.7534
C 2.270365 8.152879 0.822038 0.9466 -0.9772 -0.1519
C -0.188955 -0.125051 0.338518 1.3192 -0.9789 0.0287
C 6.868875 -3.326721 -0.707622 -1.1165 0.1727 1.3875
C 2.632035 1.601709 -5.755332 -0.3402 0.8469 0.1000
C -2.855935 -5.925221 0.954108 -0.0129 1.1217 -0.2660
C 0.976355 -3.101621 -4.897072 0.5984 -0.1118 -0.7078
C -4.020715 -0.596181 -5.292982 0.0801 -0.4826 -0.5144
C -4.845795 -1.032671 7.792438 -0.0481 -1.6752 -0.6410
C 3.003075 0.741919 6.330418 0.2314 0.8791 -0.9381
C 0.880875 0.910509 0.613098 -0.7900 0.6781 0.1925
C -7.509355 -0.002301 -1.167582 1.2583 -0.6471 0.8262
C -3.674275 -1.835821 5.816308 -0.7669 0.5164 -0.2122
C -4.351135 -2.171361 8.702518 -0.0503 0.7051 0.5234
C -6.040215 -0.171631 -0.652062 -1.2598 -0.2022 1.0529
H -4.935715 -1.135841 10.330118 -0.7909 -0.3210 0.2599
H 0.953225 -1.543941 -6.178672 0.2614 -0.1341 0.3905
H -5.337005 -0.091191 -1.480982 0.0757 -0.6826 0.1251
H -3.326275 -5.950401 1.937088 -0.0966 0.0295 0.0369
H -5.224995 -3.970381 9.629088 0.2693 0.4992 0.3912
H 5.455675 -1.992991 -1.563532 -0.1081 0.4968 0.0396
H -3.846805 -2.004601 4.753368 -0.3468 0.1503 0.0124
H -6.540105 -1.456441 0.801978 -0.1209 0.3006 -0.0663
H 2.813875 1.040079 -10.953242 0.1079 0.2887 -0.1711
H 3.248745 2.500249 -5.735562 0.3872 0.0395 -0.1329
H 1.638445 9.389879 2.125188 -0.1780 0.0641 0.2340
H 6.899255 -4.116791 0.042698 -0.0838 -0.0922 0.1070
H 2.009765 8.722499 -0.069992 -0.5588 0.0160 -0.1231
H 7.156975 1.334529 0.023828 0.6244 0.5979 0.0181
H 0.359895 1.841699 0.835728 0.1866 0.1922 0.4431
H -7.640085 -0.710011 -1.986212 -0.1541 0.4403 -0.2834
H 5.628475 0.311489 1.532738 0.0345 0.0173 -0.2473
H -0.034215 -2.067161 0.104038 0.0026 -0.2723 -0.0878
H -3.136665 -2.727911 6.137628 -0.1359 -0.0035 0.5685
H 0.502135 3.664589 -9.692602 -0.4182 -0.1603 0.0278
H -3.531985 -6.338421 0.205558 0.0841 -0.3237 0.0843
H 0.488925 -2.940871 -3.935472 0.1793 -0.1096 0.1021
H 2.662615 1.584909 6.931708 -0.4151 -0.1389 -0.0135
H 2.313855 -1.151771 5.571178 0.1873 -0.5379 0.4095
H 0.979395 1.279419 -9.287642 -0.0250 -0.0385 -0.6849
H 2.938955 -1.323101 7.898528 0.0979 -0.0230 0.0064
H -1.925595 -6.489241 1.020708 -0.0989 0.0851 -0.2295
H -0.878775 0.156289 -0.457152 0.2309 -0.0680 -0.4019
H 3.270355 8.503839 1.076878 0.6799 -0.6723 -0.4668
H 6.556265 2.937299 0.720558 0.3742 -0.3513 0.6335
H 1.115225 6.386709 0.253478 -0.0217 0.2184 -0.1731
H -7.757485 1.036099 -1.387212 0.0497 -0.1771 -0.3465
H 2.841665 6.235499 -0.123392 -0.0221 0.1638 -0.1139
H 4.852365 -3.569511 -1.502932 -0.3329 -0.4470 0.4371
H 7.381205 -3.741811 -1.575562 -0.4571 0.3927 -0.3137
H -3.238835 -0.094171 -4.723112 -0.2056 0.1594 0.3797
H 5.524735 1.788329 -0.069382 -0.2771 0.3045 -0.1985
H -0.815035 -0.346991 1.202728 0.0805 0.3676 0.3073
H -5.267225 0.918409 -5.576452 0.2421 -0.0210 -0.0596
H 7.439365 -2.500851 -0.282682 0.1796 0.0126 -0.1726
H 0.814885 -4.106911 -5.286192 0.0414 -0.2913 0.6071
H -8.171945 -0.355801 -0.377572 -0.1299 0.1981 0.1258
H 2.247515 6.075309 1.517838 0.1942 0.2443 0.1450
H 3.065105 1.071449 5.293278 0.3255 0.3091 -0.0737
H 2.052065 -2.927601 -4.871382 0.0994 -0.1671 0.5503
H -5.745125 0.589289 0.070448 -0.2497 0.4445 -0.1529
H 3.627625 0.877599 -9.425112 -0.1752 0.0433 0.2541
H -6.369145 -2.946541 8.774558 -0.0824 -0.0618 -0.1266
H 2.020265 3.947639 -10.012202 0.3588 0.0993 -0.2197
H -4.229995 -0.137721 7.881628 0.4684 -0.0226 -0.3888
H 1.529535 1.167689 -0.224272 -0.1241 -0.5153 -0.2470
H 3.172775 0.813849 -5.230962 0.0254 -0.3611 -0.6468
H -3.436775 -2.546401 8.242728 0.2980 0.0918 0.5400
H 1.055635 -0.110631 6.209238 -0.0319 -0.0526 -0.1247
H 3.805505 -2.365931 0.154348 -0.0895 -0.0047 -0.1333
H 1.503815 0.583169 1.445508 -0.0949 0.1732 0.0329
H -3.041855 -0.951691 5.896638 0.2200 -0.0113 0.1506
H 2.808915 3.162279 -7.769812 0.2510 0.1653 -0.2860
H -5.196075 -4.023591 7.955838 -0.3100 0.3500 -0.4664
H -3.441265 -0.974441 10.173298 0.8339 -0.1650 -0.4365
H -4.235465 -1.584551 -4.886662 0.5812 -0.0548 -0.0512
H 1.794085 1.855169 -5.105942 -0.4679 -0.0601 -0.0292
H -5.843995 -0.726131 8.105058 -0.2256 -0.1458 -0.2202
H 3.693735 2.434649 -10.235402 -0.0472 0.0141 -0.1570
H -3.298985 -4.013491 0.563228 -0.1993 -0.1519 0.0339
H 1.104035 2.980319 -7.424732 -0.4189 0.1580 -0.4753
H -3.647705 -0.673681 -6.314232 0.1462 -0.3052 -0.1056
H 4.008055 0.559739 6.711108 0.0713 -0.4945 -0.2391
```
Positions in Å, forces in eV/Å.

Output
ΔE to the lowest compared entry with this formula, charge and spin = 55.61 kcal/mol
HOMO-LUMO gap = 9.33 eV
highest occupied orbital energy = -0.3367 Ha
E_LUMO = 0.2 eV
molecular weight = 536.8 g/mol
SMILES string = COC[C@H](C)N.COC[C@H](C)N.CCO.CCO.CCO.CCO.CCO.CO.CO.CO.CO



Question: highest occupied orbital energy of number 1 (CHN3O3)?
Answer: -0.4344 Ha



Question: Which of these has the lowest molecular weight?
Answer: CHN3O3